1.
DFT (ωB97M-V/def2-TZVPD) results for 7 unconnected molecules or ions with the total composition C19H44Cl2O9.

```
! wB97M-V def2-TZVPD RIJCOSX def2/J DEFGRID3
* xyz 0 1
C -10.791 9.422 -4.854
C -11.693 9.220 -3.691
C -13.013 8.730 -4.387
O -12.927 9.184 -5.751
C -11.767 9.958 -5.905
H -10.349 8.477 -5.168
H -9.965 10.099 -4.634
H -11.958 10.144 -3.176
H -11.367 8.480 -2.960
H -13.928 9.162 -3.980
H -13.108 7.647 -4.457
H -12.016 10.998 -5.692
H -11.389 9.911 -6.926
C -8.033 6.919 -2.428
C -7.297 5.629 -2.169
C -6.776 5.686 -0.771
O -6.771 7.112 -0.476
C -7.835 7.769 -1.202
H -9.107 6.932 -2.616
H -7.517 7.466 -3.216
H -6.435 5.685 -2.833
H -7.930 4.770 -2.394
H -5.768 5.272 -0.730
H -7.360 5.124 -0.042
H -7.694 8.828 -1.422
H -8.688 7.764 -0.525
C -8.812 7.063 -8.665
C -8.385 6.697 -10.100
C -8.468 7.973 -10.839
O -8.528 9.044 -9.883
C -9.289 8.534 -8.779
H -8.003 6.901 -7.953
H -9.665 6.448 -8.380
H -9.088 5.937 -10.441
H -7.428 6.181 -10.172
H -9.317 8.022 -11.522
H -7.615 8.093 -11.507
H -10.336 8.690 -9.038
H -9.033 9.114 -7.892
C -6.077 2.080 -5.543
C -7.364 2.685 -4.998
O -8.000 1.858 -4.021
O -5.092 2.299 -4.532
H -5.688 2.634 -6.397
H -6.209 1.019 -5.756
H -8.108 2.803 -5.785
H -7.157 3.684 -4.613
H -8.805 1.501 -4.404
H -5.187 1.538 -3.955
C -16.340 4.702 -4.284
C -14.930 4.333 -4.884
O -14.614 5.146 -5.981
O -16.825 3.714 -3.371
H -17.053 4.678 -5.109
H -16.267 5.717 -3.893
H -14.831 3.264 -5.072
H -14.254 4.508 -4.047
H -14.105 4.742 -6.687
H -16.163 3.542 -2.698
C -13.474 6.677 -8.742
C -12.871 5.306 -9.177
O -12.823 4.406 -8.124
O -12.577 7.328 -7.909
H -14.356 6.606 -8.105
H -13.667 7.275 -9.632
H -11.953 5.485 -9.738
H -13.452 4.860 -9.984
H -12.423 3.594 -8.443
H -13.129 7.928 -7.404
C -11.084 5.467 -5.478
Cl -11.434 5.412 -3.649
Cl -9.309 5.546 -5.786
H -11.494 4.570 -5.942
H -11.602 6.340 -5.876
*
```

For the orbital gap, the calculation gives 9.31 eV. The structure (SMILES) is C1CCOC1.C1CCOC1.C1CCOC1.ClCCl.OCCO.OCCO.OCCO. The value obtained for the LUMO energy is -0.06 eV. The highest occupied orbital energy comes out at -0.3444 hartree.

Löwdin charges, unit e, in atom order:
1 C -0.17
2 C -0.16
3 C -0.15
4 O -0.17
5 C -0.20
6 H 0.10
7 H 0.12
8 H 0.11
9 H 0.09
10 H 0.12
11 H 0.08
12 H 0.12
13 H 0.11
14 C -0.20
15 C -0.18
16 C -0.18
17 O -0.15
18 C -0.20
19 H 0.07
20 H 0.11
21 H 0.11
22 H 0.11
23 H 0.12
24 H 0.11
25 H 0.12
26 H 0.11
27 C -0.18
28 C -0.18
29 C -0.22
30 O -0.14
31 C -0.18
32 H 0.08
33 H 0.06
34 H 0.10
35 H 0.11
36 H 0.12
37 H 0.12
38 H 0.11
39 H 0.11
40 C -0.23
41 C -0.27
42 O -0.07
43 O -0.07
44 H 0.12
45 H 0.12
46 H 0.09
47 H 0.09
48 H 0.08
49 H 0.08
50 C -0.22
51 C -0.26
52 O -0.07
53 O -0.07
54 H 0.12
55 H 0.11
56 H 0.12
57 H 0.07
58 H 0.04
59 H 0.08
60 C -0.22
61 C -0.23
62 O -0.06
63 O -0.07
64 H 0.12
65 H 0.12
66 H 0.11
67 H 0.12
68 H 0.11
69 H 0.07
70 C -0.86
71 Cl 0.49
72 Cl 0.59
73 H 0.02
74 H 0.00

---

2.
DFT (ωB97M-V/def2-TZVPD) results for a molecular structure, C19H44FeN3O2P2.

```
! wB97M-V def2-TZVPD RIJCOSX def2/J DEFGRID3
* xyz 2 6
Fe 0.671 0.317 -0.743
P 0.288 -1.746 -1.666
P 0.487 2.300 0.178
N 0.788 1.072 -2.546
C 1.191 -1.301 -3.207
H 2.086 -1.942 -3.266
H 0.532 -1.563 -4.049
C 1.655 0.153 -3.351
H 2.691 0.292 -3.012
H 1.619 0.472 -4.408
C 1.186 2.541 -2.565
H 0.331 3.104 -2.975
H 2.035 2.665 -3.253
C 1.557 3.000 -1.161
H 1.511 4.091 -1.100
H 2.580 2.680 -0.917
C 1.270 3.001 1.699
C 2.228 2.008 2.354
H 2.986 1.627 1.666
H 1.673 1.163 2.778
H 2.749 2.510 3.177
C -1.114 3.194 -0.070
C -2.215 2.687 0.881
H -3.187 2.727 0.366
H -2.306 3.309 1.782
H -2.059 1.643 1.196
C -1.387 -2.407 -2.105
C -2.055 -3.097 -0.908
H -3.128 -3.209 -1.115
H -1.976 -2.510 0.018
H -1.655 -4.103 -0.729
C 1.253 -3.122 -0.903
C 0.768 -3.499 0.493
H 1.554 -4.086 0.984
H -0.129 -4.122 0.465
H 0.560 -2.630 1.124
C 1.911 -0.346 0.333
O 2.713 -0.879 1.005
C -0.907 4.719 -0.053
H 0.098 5.038 0.259
H -1.062 5.125 -1.063
H -1.635 5.215 0.602
C -1.380 -3.228 -3.395
H -2.143 -4.012 -3.342
H -1.619 -2.584 -4.250
H -0.418 -3.709 -3.606
C 1.367 -4.363 -1.792
H 2.032 -5.081 -1.299
H 0.402 -4.863 -1.928
H 1.799 -4.146 -2.774
C 0.273 3.507 2.744
H -0.404 2.703 3.061
H 0.835 3.837 3.626
H -0.319 4.359 2.398
H 1.856 3.856 1.313
H 2.260 -2.691 -0.797
H -1.410 2.900 -1.090
H -1.965 -1.490 -2.302
H -0.162 1.007 -2.931
H -0.652 -0.589 -0.933
C -3.168 -0.838 3.730
N -1.799 -1.069 4.123
C -0.741 -0.961 3.271
N 0.471 -1.242 3.887
O -0.827 -0.597 2.083
H -3.204 -0.542 2.677
H -3.610 -0.043 4.339
H -3.769 -1.744 3.865
H -1.591 -1.337 5.076
H 1.278 -1.375 3.294
H 0.450 -1.753 4.760
*
```

For the orbital gap (spin up / spin down), the calculation gives 5.79 / 6.31 eV. The value obtained for the LUMO energy (spin up / spin down) is -5.90 / -8.19 eV. The highest occupied orbital energy (spin up / spin down) comes out at -0.4296 / -0.5329 hartree.

Löwdin charges, unit e, in atom order:
1 Fe 0.42
2 P 0.96
3 P 0.98
4 N -0.19
5 C -0.24
6 H 0.11
7 H 0.10
8 C -0.20
9 H 0.14
10 H 0.14
11 C -0.18
12 H 0.13
13 H 0.13
14 C -0.29
15 H 0.10
16 H 0.10
17 C -0.50
18 C -0.11
19 H 0.06
20 H 0.07
21 H 0.10
22 C -0.51
23 C -0.10
24 H 0.09
25 H 0.08
26 H 0.06
27 C -0.51
28 C -0.09
29 H 0.10
30 H 0.08
31 H 0.08
32 C -0.51
33 C -0.10
34 H 0.11
35 H 0.07
36 H 0.05
37 C -0.21
38 O 0.14
39 C -0.10
40 H 0.07
41 H 0.09
42 H 0.10
43 C -0.09
44 H 0.10
45 H 0.09
46 H 0.06
47 C -0.08
48 H 0.10
49 H 0.08
50 H 0.08
51 C -0.08
52 H 0.09
53 H 0.10
54 H 0.07
55 H 0.12
56 H 0.10
57 H 0.10
58 H 0.11
59 H 0.14
60 H 0.03
61 C -0.06
62 N 0.01
63 C -0.59
64 N 0.16
65 O -0.05
66 H 0.08
67 H 0.09
68 H 0.09
69 H 0.14
70 H 0.08
71 H 0.11

---

3.
DFT (ωB97M-V/def2-TZVPD) results for 4 unconnected molecules or ions with the total composition C19H44N7O5S.

```
! wB97M-V def2-TZVPD RIJCOSX def2/J DEFGRID3
* xyz 0 2
C -2.333 -2.688 -0.817
C -1.190 -3.370 -1.602
C -0.890 -2.614 -2.891
C 0.055 -3.659 -0.745
C 1.040 -2.525 -0.478
C 2.352 -3.105 0.070
C 0.467 -1.534 0.525
O 1.327 -0.426 0.736
C 0.873 0.847 0.324
S 0.390 0.829 -1.443
C -0.348 1.253 1.147
C -0.676 2.752 1.223
C -1.392 3.269 -0.031
C -1.650 2.951 2.389
N 0.568 3.524 1.519
O 0.799 3.702 2.763
C 1.780 3.276 0.681
C 2.983 3.912 1.381
C 1.652 3.978 -0.694
C 2.056 1.764 0.608
H -3.305 -3.079 -1.103
H -2.327 -1.613 -1.014
H -2.177 -2.812 0.256
H -1.560 -4.349 -1.913
H -0.301 -1.713 -2.724
H -1.839 -2.290 -3.325
H -0.415 -3.260 -3.625
H 0.614 -4.463 -1.233
H -0.284 -4.060 0.217
H 1.289 -2.006 -1.404
H 2.875 -3.637 -0.725
H 3.008 -2.311 0.422
H 2.152 -3.810 0.878
H 0.385 -2.059 1.484
H -0.538 -1.224 0.247
H 1.613 0.755 -1.979
H -1.234 0.735 0.770
H -0.171 0.876 2.154
H -0.817 3.165 -0.939
H -1.660 4.315 0.121
H -2.321 2.712 -0.140
H -1.308 2.457 3.292
H -1.813 4.008 2.579
H -2.602 2.500 2.104
H 3.264 3.387 2.289
H 3.828 3.868 0.692
H 2.786 4.962 1.576
H 2.322 4.837 -0.720
H 1.945 3.316 -1.504
H 0.658 4.364 -0.874
H 2.826 1.597 -0.146
H 2.484 1.452 1.561
C 3.678 7.816 1.351
O 3.189 7.323 0.351
N 4.923 8.386 1.353
N 3.023 7.831 2.552
H 5.345 8.793 2.165
H 5.427 8.386 0.487
H 2.114 7.408 2.583
H 3.409 8.222 3.389
C 0.231 -6.933 -3.359
O -0.192 -5.848 -3.713
N 0.960 -7.743 -4.188
N 0.011 -7.426 -2.101
H 1.316 -8.638 -3.916
H 1.135 -7.406 -5.116
H -0.520 -6.853 -1.472
H 0.349 -8.314 -1.785
C -6.066 -3.131 0.711
O -5.734 -3.497 -0.400
N -5.223 -3.208 1.787
N -7.305 -2.609 0.972
H -5.471 -2.908 2.710
H -4.304 -3.573 1.620
H -7.942 -2.538 0.202
H -7.597 -2.299 1.878
*
```

For the orbital gap (spin up / spin down), the calculation gives 8.46 / 9.56 eV. The value obtained for the LUMO energy (spin up / spin down) is 0.62 / 0.62 eV. The highest occupied orbital energy (spin up / spin down) comes out at -0.2880 / -0.3284 hartree.

Löwdin charges, unit e, in atom order:
1 C -0.07
2 C -0.40
3 C -0.07
4 C -0.16
5 C -0.36
6 C -0.06
7 C -0.20
8 O -0.14
9 C -0.72
10 S 0.90
11 C -0.11
12 C -0.47
13 C -0.05
14 C -0.04
15 N -0.11
16 O -0.02
17 C -0.44
18 C -0.04
19 C -0.01
20 C -0.09
21 H 0.06
22 H 0.07
23 H 0.06
24 H 0.11
25 H 0.03
26 H 0.08
27 H 0.07
28 H 0.10
29 H 0.12
30 H 0.11
31 H 0.08
32 H 0.07
33 H 0.08
34 H 0.14
35 H 0.08
36 H -0.09
37 H 0.12
38 H 0.14
39 H 0.02
40 H 0.09
41 H 0.09
42 H 0.08
43 H 0.09
44 H 0.09
45 H 0.08
46 H 0.10
47 H 0.07
48 H 0.07
49 H 0.07
50 H 0.06
51 H 0.12
52 H 0.13
53 C -0.68
54 O 0.02
55 N 0.15
56 N 0.15
57 H 0.09
58 H 0.10
59 H 0.10
60 H 0.09
61 C -0.67
62 O 0.03
63 N 0.15
64 N 0.15
65 H 0.09
66 H 0.10
67 H 0.10
68 H 0.09
69 C -0.68
70 O 0.03
71 N 0.15
72 N 0.15
73 H 0.09
74 H 0.09
75 H 0.10
76 H 0.09

---

Energy above the lowest of the compared OMol25 structures with the same formula, charge and spin: 0.0; 23.7; 0.0 (kcal per mole)
M: 487.46; 464.37; 482.67 (g mol⁻¹)
E_tot: -63884.8902; -81929.6073; -51921.5172 (eV)